[1]
A 2-piece molecular cluster, C16H17NO overall, computed with wB97M-V/def2-TZVPD.

Each line ends with the Mulliken charge.
Positions of all 35 atoms, in Å:
C: 1.898 2.361 -3.853  -1.31
C: 1.872 -0.367 -1.280  0.00
C: 2.121 0.937 -1.686  1.42
C: 1.902 1.061 -3.118  0.39
C: 1.438 -0.164 -3.467  -0.67
C: 2.042 -0.824 0.032  -1.17
C: 2.351 0.173 0.932  -0.43
C: 2.560 1.521 0.577  -0.87
C: 2.477 1.919 -0.737  -0.38
N: 1.473 -1.048 -2.424  -0.03
H: 1.901 -1.848 0.348  0.36
H: 2.447 -0.046 1.972  0.45
H: 1.450 -2.048 -2.484  0.21
H: 2.900 2.160 1.388  0.39
H: 1.175 -0.488 -4.468  0.40
H: 2.633 2.930 -1.087  0.28
H: 2.499 2.283 -4.764  0.35
H: 2.465 3.114 -3.317  0.32
H: 0.920 2.608 -4.176  0.29
C: -2.540 2.178 1.895  -1.44
C: -1.268 0.020 2.058  -0.65
C: -2.485 0.660 1.894  0.66
C: -1.196 -1.373 2.064  -0.36
C: -2.354 -2.106 1.857  0.58
C: -3.637 -0.066 1.659  -0.54
C: -3.554 -1.465 1.680  -0.42
O: -2.323 -3.484 1.889  -0.56
H: -0.332 0.539 2.184  0.31
H: -0.224 -1.840 2.172  0.32
H: -2.788 2.577 2.882  0.29
H: -3.142 2.529 1.072  0.36
H: -4.625 0.334 1.538  0.39
H: -1.415 -3.756 1.680  0.30
H: -4.422 -2.021 1.402  0.40
H: -1.551 2.554 1.727  0.36

## Properties
total charge: 0
energy above the lowest of the compared OMol25 structures with the same formula, charge and spin: 59.1 kJ/mol
frontier orbital gap: 8.5325 eV
structure (SMILES): Cc1c[nH]c2ccccc12.Cc1ccc(O)cc1

[2]
An isolated ion of composition C5H9N3S and charge +2, computed with wB97M-V/def2-TZVPD.

Each line ends with the Mulliken charge.
Positions of all 18 atoms, in Å:
C: -0.315 -0.486 0.587  0.91
C: -2.636 0.281 -0.136  0.67
C: -0.852 -1.874 0.830  -1.27
C: -1.115 1.831 0.801  -0.91
C: 1.857 -0.315 -1.020  -0.63
N: 0.823 0.133 1.170  -0.84
N: -1.442 0.526 0.302  -0.02
N: 0.985 -0.332 0.037  0.67
S: -3.999 0.031 -0.818  0.06
H: -0.815 -2.080 1.827  0.35
H: -0.173 -2.484 0.392  0.46
H: -1.909 -1.963 0.425  0.37
H: 0.049 2.075 0.669  0.35
H: -1.270 1.920 1.891  0.35
H: -1.728 2.576 0.324  0.42
H: 2.936 -0.654 -0.683  0.34
H: 2.160 0.701 -1.358  0.39
H: 1.419 -0.946 -1.833  0.34

## Properties
total charge: +2
energy above the lowest of the compared OMol25 structures with the same formula, charge and spin: 193.5 kJ/mol
frontier orbital gap: 8.7242 eV

| no. | E_LUMO (hartree) |
| --- | --- |
| 1 | 0.02347 |
| 2 | -0.38477 |